DFT (the ωB97M-V functional and the def2-TZVPD basis) results for C12H35N3O4 as an isolated structure.

Geometry as ORCA input:
```
! RIJCOSX wB97M-V def2-TZVPD def2/J DEFGRID3
* xyz 0 1
O 1.63 5.13 -12.84
H 1.20 4.71 -13.59
H 1.12 4.84 -12.08
C -0.06 5.71 -15.30
C 1.34 6.33 -15.44
C 1.58 7.79 -14.82
O 0.84 8.78 -15.52
C 0.50 9.99 -14.70
N 2.38 5.43 -14.94
H -0.31 5.81 -14.25
H -0.06 4.66 -15.58
H -0.75 6.29 -15.90
H 1.50 6.34 -16.51
H 2.62 8.14 -14.85
H 1.27 7.82 -13.77
H 0.67 9.82 -13.64
H -0.54 10.29 -14.86
H 0.98 10.86 -15.15
H 2.17 5.28 -13.96
H 2.39 4.50 -15.34
C 3.01 3.76 -13.75
C 2.05 3.62 -14.92
C 1.89 2.10 -15.25
O 3.05 1.47 -15.66
C 3.07 0.03 -15.63
N 0.78 4.24 -14.62
H 4.04 3.51 -14.04
H 2.80 3.20 -12.84
H 3.03 4.80 -13.44
H 2.56 3.98 -15.82
H 1.28 1.91 -16.13
H 1.42 1.54 -14.44
H 2.97 -0.34 -14.61
H 4.09 -0.19 -15.94
H 2.34 -0.39 -16.33
H 0.25 3.64 -14.00
H 0.33 4.18 -15.52
C 0.04 2.39 -12.07
C 0.57 3.27 -10.92
C 2.06 3.55 -11.03
O 2.75 2.41 -10.51
C 4.17 2.58 -10.32
N -0.03 4.61 -10.97
H 0.70 1.52 -12.07
H 0.19 2.97 -12.99
H -1.01 2.11 -12.04
H 0.37 2.75 -9.99
H 2.23 4.46 -10.45
H 2.29 3.79 -12.07
H 4.44 3.46 -9.73
H 4.74 2.66 -11.24
H 4.64 1.77 -9.76
H -1.01 4.61 -11.20
H -0.05 4.96 -10.02
*
```

## Properties
Strongest force on any atom = 0.3855 hartree/bohr
Lowest unoccupied orbital energy = 0.5685 eV
HOMO-LUMO gap = 0.289 hartree
Total energy = -25641.925 eV
Energy relative to the best compared isomer or geometry (same formula, charge and spin) = 29.1749 eV


DFT (the ωB97M-V functional and the def2-TZVPD basis) results for C38H36FN6O5S5Zr as an isolated structure.

Geometry as ORCA input:
```
! RIJCOSX wB97M-V def2-TZVPD def2/J DEFGRID3
* xyz 1 1
Zr 0.29 0.73 0.45
C -0.99 -1.66 -2.91
C -2.16 -1.81 -1.95
S -1.87 -1.00 -0.32
C -2.31 -2.32 0.87
C -1.46 -3.58 0.84
S 0.33 -3.20 0.91
C 0.96 -4.21 -0.47
C 0.43 -3.85 -1.85
S 0.64 -2.05 -2.20
H -0.89 -0.63 -3.23
H -1.14 -2.30 -3.78
H -2.41 -2.85 -1.75
H -3.03 -1.32 -2.38
H -3.36 -2.56 0.73
H -2.17 -1.82 1.83
H -1.64 -4.18 -0.05
H -1.71 -4.19 1.71
H 0.76 -5.26 -0.25
H 2.04 -4.04 -0.43
H -0.62 -4.09 -1.96
H 1.00 -4.39 -2.60
C 6.31 0.20 4.18
C 5.57 -1.12 4.00
N 4.57 -1.04 2.94
C 3.29 -0.78 3.28
C 2.27 -0.62 2.38
C 0.85 -0.44 2.93
O 0.69 -0.42 4.13
O -0.08 -0.39 2.04
C 2.54 -0.75 0.99
O 1.66 -0.66 0.08
C 3.92 -1.04 0.63
C 4.24 -1.20 -0.72
C 5.52 -1.51 -1.09
F 5.76 -1.73 -2.40
C 6.56 -1.62 -0.15
C 6.23 -1.41 1.19
C 4.92 -1.16 1.62
N 7.90 -1.84 -0.49
C 8.73 -2.74 0.28
C 10.09 -2.04 0.49
N 10.33 -1.14 -0.67
C 9.85 -1.77 -1.93
C 8.31 -1.78 -1.88
H 7.08 0.09 4.93
H 5.62 0.97 4.49
H 6.77 0.52 3.25
H 5.05 -1.37 4.93
H 6.25 -1.94 3.78
H 3.06 -0.72 4.33
H 3.47 -1.07 -1.46
H 7.03 -1.43 1.91
H 8.88 -3.68 -0.26
H 8.27 -2.98 1.23
H 10.89 -2.78 0.56
H 10.09 -1.44 1.40
H 11.31 -0.87 -0.73
H 9.76 -0.29 -0.54
H 10.26 -2.78 -2.00
H 10.19 -1.20 -2.79
H 7.94 -2.61 -2.49
H 7.92 -0.85 -2.31
S 2.43 2.20 0.44
C 2.02 3.21 -0.93
C 2.58 4.48 -1.02
C 2.38 5.28 -2.14
C 3.05 6.51 -2.27
N 3.62 7.50 -2.38
C 1.54 4.83 -3.18
C 0.98 3.56 -3.10
C 1.22 2.74 -2.00
S 0.59 1.11 -2.05
C 1.28 5.61 -4.33
N 1.03 6.21 -5.28
H 3.21 4.84 -0.22
H 0.36 3.19 -3.90
O -0.11 2.25 1.92
C -1.23 2.48 1.41
N -1.52 1.92 0.22
C -2.84 2.18 -0.13
O -3.40 1.72 -1.09
C -3.39 3.07 0.95
C -4.64 3.62 1.11
C -4.87 4.38 2.26
C -3.87 4.58 3.19
C -2.60 4.02 3.03
C -2.38 3.26 1.90
H -5.41 3.46 0.37
H -5.84 4.82 2.42
H -4.07 5.17 4.07
H -1.82 4.17 3.76
*
```

## Properties
Strongest force on any atom = 0.0656 hartree/bohr
Lowest unoccupied orbital energy = -3.5244 eV
HOMO-LUMO gap = 0.198 hartree
Total energy = -117340.792 eV
Energy relative to the best compared isomer or geometry (same formula, charge and spin) = 3.4254 eV


DFT (the ωB97M-V functional and the def2-TZVPD basis) results for C50H96F24N9O21S8 as an isolated structure.

Geometry as ORCA input:
```
! RIJCOSX wB97M-V def2-TZVPD def2/J DEFGRID3
* xyz 1 1
C -6.31 -27.51 11.92
C -6.41 -26.02 12.24
C -5.94 -25.57 13.68
C -4.45 -25.83 13.98
C -3.62 -24.97 13.04
C -3.92 -25.26 11.47
N -5.42 -25.07 11.44
O -5.85 -24.05 11.19
C -3.39 -26.64 10.99
C -3.23 -24.17 10.57
C -7.76 -25.52 11.81
H -6.06 -27.64 10.84
H -7.30 -27.92 12.13
H -5.61 -28.05 12.57
H -6.57 -26.13 14.36
H -6.19 -24.51 13.81
H -4.12 -26.86 14.16
H -4.29 -25.45 14.98
H -2.51 -25.13 13.08
H -3.69 -23.93 13.37
H -2.33 -26.69 10.99
H -3.97 -26.76 10.09
H -3.77 -27.39 11.70
H -2.16 -24.35 10.71
H -3.50 -23.14 10.87
H -3.59 -24.35 9.54
H -7.89 -24.35 11.79
H -8.51 -25.94 12.50
H -8.05 -25.99 10.86
C -15.34 -23.44 7.89
C -15.67 -22.49 6.74
C -14.32 -22.03 6.18
C -13.57 -22.89 5.15
C -14.45 -23.57 4.11
C -15.60 -24.37 4.74
N -16.36 -23.35 5.72
O -17.64 -23.34 5.71
C -15.18 -25.59 5.55
C -16.66 -24.76 3.70
C -16.45 -21.31 7.25
H -16.27 -23.82 8.27
H -14.90 -22.87 8.76
H -14.73 -24.22 7.63
H -13.74 -22.00 7.14
H -14.45 -20.96 5.79
H -13.12 -23.69 5.68
H -12.81 -22.32 4.61
H -13.74 -24.25 3.63
H -14.73 -22.92 3.30
H -15.92 -26.12 6.16
H -14.37 -25.22 6.10
H -14.81 -26.27 4.76
H -17.28 -25.58 4.22
H -16.17 -25.22 2.82
H -17.23 -23.91 3.35
H -16.03 -20.72 8.12
H -17.40 -21.67 7.72
H -16.90 -20.66 6.50
C -11.23 -28.39 7.41
C -10.77 -28.46 5.97
N -10.12 -29.70 5.55
C -10.93 -30.92 5.82
C -10.02 -29.66 4.02
C -9.09 -28.61 3.53
C -8.79 -29.75 6.27
C -7.90 -30.89 5.91
O -8.32 -32.06 6.60
C -7.51 -33.14 6.25
H -11.37 -27.31 7.65
H -10.60 -28.66 8.20
H -12.18 -28.81 7.50
H -9.98 -27.73 5.75
H -11.49 -28.20 5.23
H -10.53 -31.76 5.26
H -11.97 -30.76 5.56
H -10.92 -31.20 6.89
H -11.03 -29.55 3.62
H -9.57 -30.60 3.80
H -9.30 -28.56 2.44
H -8.03 -28.87 3.71
H -9.25 -27.57 3.78
H -9.02 -29.89 7.31
H -8.34 -28.81 6.11
H -6.90 -30.57 6.25
H -7.88 -31.11 4.81
H -7.67 -33.34 5.17
H -7.67 -33.98 6.92
H -6.41 -32.87 6.41
C -17.32 -33.37 7.96
C -16.69 -33.65 9.30
N -15.33 -34.26 9.21
C -15.38 -35.61 8.73
C -14.41 -33.41 8.37
C -14.23 -31.95 8.72
C -14.74 -34.29 10.66
C -15.75 -34.16 11.78
O -16.72 -35.21 11.76
C -17.65 -35.16 12.85
H -18.29 -33.07 8.15
H -17.33 -34.27 7.38
H -16.79 -32.67 7.27
H -17.20 -34.45 9.80
H -16.61 -32.80 9.98
H -14.42 -36.04 8.69
H -15.80 -35.63 7.75
H -16.02 -36.20 9.37
H -14.85 -33.44 7.36
H -13.46 -33.99 8.33
H -13.63 -31.59 7.88
H -13.74 -31.87 9.70
H -15.14 -31.43 8.66
H -13.93 -33.56 10.85
H -14.31 -35.24 10.75
H -16.28 -33.15 11.77
H -15.31 -34.02 12.77
H -17.16 -35.21 13.78
H -18.37 -35.96 12.81
H -18.21 -34.20 12.85
C -3.91 -34.15 12.51
C -5.38 -34.13 12.11
N -5.65 -35.13 11.06
C -5.37 -36.45 11.59
C -7.20 -35.14 10.87
C -7.69 -36.01 9.66
C -4.89 -34.87 9.76
C -5.28 -33.64 9.02
O -4.83 -32.56 9.79
C -4.98 -31.35 9.08
H -3.72 -33.46 13.27
H -3.34 -34.05 11.57
H -3.78 -35.17 12.94
H -5.67 -33.13 11.77
H -6.07 -34.41 12.95
H -5.74 -36.49 12.71
H -4.31 -36.71 11.54
H -5.85 -37.26 11.05
H -7.56 -34.11 10.85
H -7.52 -35.59 11.83
H -8.78 -35.95 9.57
H -7.52 -37.06 9.88
H -7.30 -35.65 8.71
H -5.00 -35.78 9.18
H -3.85 -34.83 10.03
H -6.33 -33.58 8.87
H -4.70 -33.65 8.10
H -5.88 -31.29 8.45
H -4.14 -31.17 8.37
H -5.06 -30.53 9.77
C -5.18 -26.36 4.23
F -4.84 -25.10 4.43
F -6.51 -26.31 3.97
F -4.55 -26.81 3.15
S -4.95 -27.49 5.64
O -6.03 -28.44 5.45
O -3.61 -27.93 5.47
N -5.13 -26.54 6.86
S -6.18 -26.68 7.92
O -6.80 -27.99 8.00
O -5.66 -26.01 9.11
C -7.56 -25.44 7.53
F -7.10 -24.19 7.45
F -8.11 -25.76 6.37
F -8.52 -25.43 8.51
C -14.53 -35.45 3.22
F -13.56 -34.58 2.94
F -15.71 -35.01 2.65
F -14.26 -36.57 2.53
S -14.93 -35.73 4.92
O -15.42 -34.40 5.39
O -15.92 -36.76 4.89
N -13.58 -36.23 5.68
S -12.40 -35.23 5.93
O -12.65 -33.92 5.43
O -11.88 -35.36 7.30
C -11.08 -36.04 4.84
F -10.84 -35.31 3.78
F -9.84 -35.96 5.54
F -11.25 -37.33 4.49
C -15.70 -30.85 3.76
F -16.41 -30.30 2.77
F -16.45 -31.52 4.63
F -14.74 -31.65 3.29
S -14.97 -29.44 4.67
O -16.15 -28.66 4.83
O -14.41 -29.95 5.88
N -13.77 -28.86 3.83
S -13.77 -27.86 2.52
O -15.08 -27.47 2.13
O -12.77 -26.87 2.80
C -13.09 -28.93 1.17
F -11.78 -28.99 1.33
F -13.57 -30.13 1.30
F -13.33 -28.63 -0.06
C -11.52 -29.49 11.84
F -12.46 -30.03 11.09
F -11.89 -28.20 12.08
F -11.59 -30.08 13.05
S -9.86 -29.53 10.95
O -9.84 -28.28 10.24
O -8.93 -29.74 12.04
N -9.73 -30.68 9.86
S -9.30 -32.13 10.27
O -8.26 -32.71 9.41
O -9.11 -32.25 11.68
C -10.82 -33.21 9.98
F -11.27 -33.12 8.73
F -10.48 -34.48 10.16
F -11.78 -32.94 10.83
*
```

## Properties
Strongest force on any atom = 0.1256 hartree/bohr
Lowest unoccupied orbital energy = -5.2528 eV
HOMO-LUMO gap = 0.213 hartree
Total energy = -261696.099 eV
Energy relative to the best compared isomer or geometry (same formula, charge and spin) = 0.3521 eV


Which of these has the highest energy relative to the best compared isomer or geometry (same formula, charge and spin)?
C12H35N3O4


Which formula does entry 2 have?
C38H36FN6O5S5Zr


Which value of lowest unoccupied orbital energy does entry 3 give?
-5.2528 eV


Which of these has the highest total energy?
C12H35N3O4